DFT (wB97M-V/def2-TZVPD) results for a 2-piece molecular cluster, C16H26ClN6O3 overall at a distorted geometry.

Results
- strongest force on any atom (eV/Å) = 2.8
- net charge = +1
- energy (eV) = -44608.169
- spin multiplicity = 1

Last column: Mulliken charge in e.
Cartesian coordinates (Å):
C: 1.33 2.47 -1.64  -1.177
C: 0.28 1.49 -1.00  0.170
C: 0.38 0.17 -1.83  -0.515
C: -0.54 0.15 -3.08  -1.435
N: 0.24 -1.02 -0.94  0.375
C: 1.28 -1.49 -0.28  0.443
Cl: 2.90 -0.95 -0.28  -0.080
N: 0.94 -2.54 0.47  -0.369
C: -0.38 -2.70 0.25  0.568
N: -1.16 -3.64 0.77  -0.119
C: -0.73 -4.68 1.73  -0.752
C: 0.52 -5.49 1.31  -0.529
C: 0.57 -5.87 -0.20  -0.349
O: 1.91 -6.25 -0.53  -0.404
C: 2.72 -5.12 -0.79  -0.555
N: -0.83 -1.75 -0.59  0.382
N: -2.13 -1.54 -1.03  -1.053
H: 1.02 3.52 -1.59  0.218
H: 2.32 2.29 -1.19  0.308
H: 1.45 2.22 -2.71  0.364
H: 0.68 1.24 0.00  0.327
H: -0.73 1.91 -0.96  0.282
H: 1.42 0.14 -2.20  0.398
H: -0.11 0.69 -3.93  0.380
H: -1.46 0.70 -2.81  0.344
H: -0.88 -0.86 -3.35  0.436
H: -2.13 -3.62 0.50  0.156
H: -0.67 -4.26 2.75  0.286
H: -1.57 -5.40 1.77  0.391
H: 0.57 -6.41 1.91  0.411
H: 1.41 -4.91 1.60  0.258
H: -0.01 -6.80 -0.34  0.363
H: 0.19 -5.08 -0.87  0.227
H: 3.73 -5.48 -1.06  0.314
H: 2.86 -4.45 0.08  0.209
H: 2.31 -4.56 -1.66  0.210
H: -2.32 -0.55 -1.20  0.244
H: -2.81 -1.86 -0.35  0.271
C: -0.14 6.91 2.94  -0.392
C: -1.40 6.37 3.16  -0.484
C: -1.96 5.52 2.23  -0.363
C: -1.25 5.21 1.08  0.153
C: 0.01 5.74 0.85  -0.127
C: 0.57 6.59 1.78  -0.556
N: -1.83 4.29 0.10  1.053
O: -2.94 3.85 0.32  -0.615
O: -1.17 4.00 -0.89  -0.642
H: 0.30 7.57 3.68  0.389
H: -1.94 6.62 4.06  0.380
H: -2.95 5.10 2.40  0.452
H: 0.56 5.50 -0.05  0.367
H: 1.55 7.02 1.62  0.387



DFT (wB97M-V/def2-TZVPD) results for C16H26KO9S3 as an isolated structure at a distorted geometry.

Results
- strongest force on any atom (eV/Å) = 2.4
- net charge = -1
- energy (eV) = -84271.066
- spin multiplicity = 1

Last column: Mulliken charge in e.
Cartesian coordinates (Å):
K: -0.78 -12.33 11.27  0.984
C: -3.12 -8.37 9.67  -0.702
C: -2.88 -7.12 9.04  0.358
C: -1.61 -7.09 8.10  0.443
O: -1.50 -6.15 7.31  -0.728
C: -0.64 -8.12 8.24  -0.778
C: -0.92 -9.30 8.92  0.780
C: -2.31 -9.48 9.55  0.434
O: -2.75 -10.60 10.01  -0.702
O: 0.01 -10.18 9.00  -0.857
O: -3.53 -6.09 9.19  -0.734
H: -4.04 -8.42 10.24  0.315
H: 0.24 -8.08 7.61  0.347
C: -0.92 -7.61 13.17  -0.830
S: 0.24 -8.98 13.23  0.438
O: -0.42 -10.11 12.51  -0.431
C: 1.46 -8.32 12.09  -0.779
H: -0.56 -6.71 13.66  0.424
H: -1.82 -7.91 13.70  0.281
H: -1.12 -7.40 12.12  0.138
H: 1.99 -9.14 11.59  0.194
H: 2.14 -7.60 12.53  0.390
H: 0.88 -7.90 11.26  0.169
C: 2.54 -14.75 13.49  -0.721
S: 2.65 -13.82 11.94  0.392
O: 1.31 -14.10 11.33  -0.568
C: 2.49 -12.18 12.74  -0.584
H: 2.29 -15.75 13.13  0.349
H: 1.71 -14.45 14.13  0.029
H: 3.48 -14.74 14.04  0.383
H: 3.16 -12.11 13.61  0.492
H: 1.50 -11.98 13.15  -0.043
H: 2.80 -11.41 12.04  0.241
C: -4.74 -13.92 10.28  -0.773
S: -3.58 -14.94 11.23  0.293
O: -2.21 -14.46 10.87  -0.580
C: -3.90 -14.18 12.84  -0.546
H: -4.52 -14.20 9.25  0.334
H: -4.45 -12.88 10.45  0.176
H: -5.76 -14.23 10.47  0.368
H: -4.86 -14.35 13.32  0.435
H: -3.72 -13.11 12.70  0.076
H: -3.11 -14.47 13.53  0.155
O: -0.83 -13.23 13.85  -0.501
C: -1.34 -12.59 14.72  0.426
O: -2.24 -11.63 14.51  -0.203
C: -2.50 -10.88 15.67  -0.400
C: -2.12 -11.84 16.85  -0.669
C: -1.19 -12.84 16.21  -0.442
H: -3.50 -10.50 15.80  0.361
H: -1.77 -10.06 15.68  0.200
H: -3.02 -12.29 17.28  0.262
H: -1.63 -11.27 17.65  0.328
H: -1.38 -13.90 16.37  0.343
H: -0.17 -12.49 16.40  0.236



DFT (wB97M-V/def2-TZVPD) results for a single C16H26N2O4S molecule at a distorted geometry.

Results
- strongest force on any atom (eV/Å) = 1.1
- net charge = 0
- energy (eV) = -39021.191
- ΔE to the lowest compared entry with this formula, charge and spin (kcal/mol) = 3.8
- spin multiplicity = 1

Last column: Mulliken charge in e.
Cartesian coordinates (Å):
C: -4.34 -4.18 0.15  -1.209
C: -3.51 -3.10 0.84  -0.532
C: -2.17 -2.85 0.17  -0.135
C: -2.28 -2.26 -1.23  -0.739
S: -3.25 -0.72 -1.31  -0.124
C: -2.13 0.46 -0.45  -0.993
C: -0.92 0.69 -1.26  -0.063
N: -0.95 1.38 -2.45  0.059
C: 0.31 1.42 -3.03  0.067
O: 0.62 1.97 -4.05  -0.679
N: 1.10 0.70 -2.17  0.014
C: 0.37 0.26 -1.07  0.702
C: 0.89 -0.50 0.05  0.242
O: 0.20 -0.73 1.03  -0.773
C: 2.30 -1.04 -0.08  -0.632
C: 2.96 -1.25 1.29  -0.883
C: 3.59 0.02 1.85  -0.811
C: 2.57 1.12 2.15  -0.617
C: 2.21 1.95 0.93  0.657
O: 2.84 1.98 -0.10  -0.590
O: 1.11 2.67 1.16  -0.316
C: 0.69 3.59 0.15  0.105
C: 1.30 4.97 0.39  -1.388
H: -5.24 -4.39 0.72  0.383
H: -4.64 -3.86 -0.84  0.292
H: -3.77 -5.10 0.06  0.295
H: -4.08 -2.17 0.87  0.275
H: -3.33 -3.41 1.88  0.395
H: -1.62 -3.80 0.08  0.496
H: -1.57 -2.19 0.79  -0.133
H: -1.30 -2.04 -1.64  0.321
H: -2.81 -2.93 -1.91  0.514
H: -2.72 1.37 -0.35  0.551
H: -1.87 0.06 0.52  0.252
H: -1.77 1.78 -2.87  0.194
H: 2.11 0.69 -2.25  0.237
H: 2.22 -1.99 -0.60  0.476
H: 2.92 -0.38 -0.68  0.356
H: 3.74 -2.01 1.19  0.453
H: 2.21 -1.63 1.98  0.307
H: 4.11 -0.23 2.78  0.392
H: 4.32 0.41 1.15  0.320
H: 2.98 1.82 2.88  0.458
H: 1.65 0.71 2.57  0.273
H: -0.40 3.62 0.23  0.302
H: 0.99 3.21 -0.83  0.165
H: 2.38 4.91 0.30  0.319
H: 1.04 5.33 1.38  0.338
H: 0.92 5.66 -0.36  0.405



DFT (wB97M-V/def2-TZVPD) results for C16H27AsCuF9N2O5S as an isolated structure at a distorted geometry.

Results
- strongest force on any atom (eV/Å) = 2.6
- net charge = -1
- energy (eV) = -171022.186
- <S²> = 0.753
- spin multiplicity = 2

Last column: Mulliken spin population.
Cartesian coordinates (Å):
Cu: 0.85 0.70 -0.96  0.654
N: -1.02 1.30 -1.68  0.035
C: -1.07 2.72 -1.36  -0.004
C: 0.32 3.33 -1.60  0.003
O: 0.47 4.44 -2.10  0.017
N: 1.28 2.54 -1.14  0.194
C: 2.65 2.75 -1.48  0.003
C: 3.28 1.45 -2.05  -0.009
O: 4.45 1.44 -2.39  0.008
O: 2.49 0.44 -2.11  0.067
H: -1.15 1.13 -2.67  -0.005
H: -1.70 0.73 -1.15  -0.006
H: -1.31 2.82 -0.29  0.000
H: -1.82 3.27 -1.94  0.001
H: 3.23 3.01 -0.59  0.003
H: 2.75 3.55 -2.22  0.001
C: 2.87 -3.42 -0.38  0.003
S: 2.63 -1.72 -1.10  0.001
C: 1.98 -2.33 -2.69  -0.001
O: 1.42 -1.25 -0.36  0.012
H: 3.53 -4.00 -1.02  0.001
H: 1.91 -3.91 -0.27  -0.001
H: 3.33 -3.30 0.60  0.000
H: 2.79 -2.73 -3.28  -0.001
H: 1.55 -1.46 -3.18  0.001
H: 1.21 -3.07 -2.51  0.000
C: 2.67 -0.48 2.52  -0.002
C: 1.15 -0.52 2.64  0.010
As: 0.23 0.84 1.52  0.006
C: 1.22 2.47 2.09  -0.002
C: 1.26 2.78 3.59  -0.001
C: -1.40 1.05 2.67  0.012
C: -2.28 -0.20 2.66  -0.001
H: 3.12 -1.37 2.96  0.000
H: 3.09 0.39 3.02  0.000
H: 2.96 -0.44 1.47  -0.001
H: 0.84 -0.43 3.68  0.001
H: 0.79 -1.48 2.25  0.001
H: 0.82 3.32 1.53  -0.001
H: 2.24 2.31 1.72  0.000
H: 0.29 3.14 3.93  0.000
H: 2.00 3.54 3.80  0.000
H: 1.52 1.88 4.16  0.000
H: -1.97 1.89 2.25  0.001
H: -1.11 1.31 3.69  0.000
H: -2.55 -0.44 1.64  0.000
H: -3.20 -0.03 3.23  0.000
H: -1.76 -1.05 3.10  0.000
F: -4.82 0.05 -1.69  0.000
C: -4.10 -0.95 -2.21  0.000
F: -3.45 -0.43 -3.25  0.000
F: -4.99 -1.83 -2.71  0.000
C: -3.10 -1.54 -1.14  0.003
O: -2.56 -0.60 -0.43  -0.003
C: -3.92 -2.55 -0.26  0.000
F: -5.06 -2.00 0.19  0.000
F: -4.29 -3.68 -0.89  0.000
F: -3.23 -2.93 0.82  0.000
C: -2.08 -2.40 -1.96  0.000
F: -1.32 -3.19 -1.19  0.000
F: -2.66 -3.22 -2.86  0.000
F: -1.24 -1.63 -2.66  0.001



DFT (wB97M-V/def2-TZVPD) results for C16H27AsF6I2N4O4PZn as an isolated structure.

Results
- strongest force on any atom (eV/Å) = 0.8
- net charge = -2
- energy (eV) = -182244.240
- <S²> = 0.759
- spin multiplicity = 2

Last column: Mulliken spin population.
Cartesian coordinates (Å):
Zn: -0.91 -0.12 -0.76  -0.004
N: -1.97 0.38 0.80  0.000
C: -2.23 0.49 1.92  0.001
C: -2.55 0.65 3.27  0.000
C: -1.56 0.41 4.26  0.000
N: -0.78 0.21 5.08  0.000
C: -3.84 1.09 3.66  0.000
N: -4.89 1.45 4.00  0.000
C: -1.58 -0.30 -5.03  0.055
C: -0.61 -0.11 -3.86  -0.092
C: 0.16 -1.40 -3.60  0.014
C: 0.38 1.02 -4.16  0.065
N: -1.38 0.23 -2.66  0.859
H: -1.02 -0.64 -5.91  0.001
H: -2.09 0.64 -5.28  0.003
H: -2.33 -1.05 -4.78  -0.013
H: 0.78 -1.63 -4.48  0.000
H: -0.51 -2.23 -3.42  -0.005
H: 0.82 -1.28 -2.74  -0.005
H: 1.04 0.69 -4.96  0.003
H: 0.98 1.24 -3.27  -0.012
H: -0.13 1.93 -4.48  0.001
F: -1.05 -2.33 -0.82  -0.013
As: -2.62 -3.23 -0.92  0.004
F: -2.72 -3.12 0.79  0.000
F: -1.74 -4.69 -0.78  0.000
F: -4.12 -4.05 -1.03  0.000
F: -2.41 -3.26 -2.64  0.002
F: -3.37 -1.68 -1.06  0.002
I: -2.36 2.05 -2.57  0.121
I: -3.55 4.95 -2.40  -0.004
C: -0.01 3.58 2.05  0.000
C: 1.22 2.91 1.47  0.002
C: 1.47 3.39 0.04  -0.007
C: 2.45 3.14 2.34  0.000
O: 0.91 1.51 1.49  -0.004
P: 1.63 0.39 0.61  0.007
O: 3.10 0.43 0.68  0.000
O: 0.98 0.44 -0.79  0.017
O: 0.94 -0.88 1.30  0.000
C: 1.61 -2.08 1.77  0.000
C: 2.53 -1.71 2.93  0.000
C: 2.37 -2.71 0.62  0.000
C: 0.49 -2.98 2.24  0.000
H: 0.14 4.66 2.11  0.000
H: -0.21 3.19 3.05  0.000
H: -0.88 3.39 1.42  0.001
H: 1.65 4.47 0.05  0.000
H: 0.60 3.19 -0.59  0.003
H: 2.34 2.89 -0.40  0.000
H: 2.71 4.20 2.35  0.000
H: 3.29 2.56 1.96  0.000
H: 2.24 2.81 3.36  0.000
H: 3.29 -1.00 2.62  0.000
H: 3.01 -2.62 3.31  0.000
H: 1.94 -1.27 3.74  0.000
H: 3.11 -2.01 0.22  0.000
H: 1.68 -2.99 -0.17  0.000
H: 2.89 -3.60 0.97  0.000
H: -0.07 -2.51 3.04  0.000
H: 0.92 -3.92 2.62  0.000
H: -0.19 -3.22 1.42  0.000